<P>
Molecular formula: C20H21N3O3
Method: DFT, ωB97M-V/def2-TZVPD

Computed properties:
- Gap between HOMO and LUMO: 8.38 eV
- SMILES: N[C@@H](Cc1ccccc1)C(=O)N[C@@H](Cc1c[nH]c2ccccc12)C(=O)O
- Multiplicity: 1

Positions of all 47 atoms, in Å:
1 C -0.836 0.579 1.102
2 C -1.060 1.877 0.250
3 C 0.506 0.738 1.871
4 C 0.525 0.360 3.329
5 C 0.649 1.297 4.347
6 C 0.389 -0.999 3.704
7 C 0.638 0.888 5.656
8 C 0.275 -1.390 5.039
9 C 0.385 -0.406 6.034
10 C -2.071 1.174 -2.130
11 C -2.626 -0.216 -2.141
12 C -0.736 1.316 -2.886
13 C 0.500 0.671 -2.312
14 C 1.454 1.320 -1.551
15 C 1.016 -0.630 -2.445
16 C 2.263 -0.704 -1.817
17 C 0.506 -1.740 -3.099
18 C 3.030 -1.848 -1.702
19 C 1.340 -2.876 -3.120
20 C 2.542 -2.989 -2.377
21 H -0.530 -0.747 -0.478
22 H -1.875 -0.926 0.282
23 H -1.700 0.568 1.803
24 H 1.310 0.098 1.483
25 H 0.887 1.780 1.694
26 H 0.766 2.345 4.120
27 H 0.382 -1.716 2.906
28 H 0.846 1.608 6.434
29 H 0.057 -2.432 5.140
30 H 0.352 -0.659 7.136
31 H -2.539 2.659 -0.851
32 H -2.797 1.725 -2.741
33 H -0.479 2.414 -2.939
34 H -0.851 0.971 -3.925
35 H 1.385 2.358 -1.273
36 H 3.222 0.804 -0.570
37 H -0.439 -1.689 -3.713
38 H 3.915 -1.760 -1.069
39 H 1.021 -3.753 -3.672
40 H 3.049 -3.940 -2.319
41 H -3.628 -1.567 -1.359
42 N -0.890 -0.682 0.439
43 N -2.038 1.797 -0.767
44 N 2.466 0.515 -1.186
45 O -0.527 2.953 0.565
46 O -2.505 -0.812 -3.190
47 O -3.375 -0.653 -1.124

***

<Q>
Molecular formula: C20H21N3O3
Method: DFT, ωB97M-V/def2-TZVPD

Computed properties:
- Gap between HOMO and LUMO: 10.10 eV
- SMILES: CCCNC(=O)CN1C(=O)NC(c2ccccc2)(c2ccccc2)C1=O
- Multiplicity: 1

Positions of all 47 atoms, in Å:
1 C -3.620 -1.422 -2.382
2 C -4.601 -0.664 -1.494
3 H -4.881 0.278 -1.969
4 H -5.508 -1.257 -1.367
5 C -4.023 -0.368 -0.109
6 N -2.945 0.591 -0.177
7 C -2.956 1.752 0.495
8 O -3.847 2.116 1.229
9 C -1.706 2.618 0.235
10 N -0.473 1.943 0.575
11 C 0.129 0.974 -0.157
12 O -0.276 0.515 -1.203
13 C 1.369 0.532 0.622
14 N 1.315 1.426 1.759
15 C 0.269 2.280 1.728
16 O -0.002 3.160 2.496
17 H 2.058 1.503 2.432
18 C 1.120 -0.923 0.985
19 C 0.677 -1.289 2.248
20 C 0.423 -2.620 2.532
21 C 0.596 -3.586 1.557
22 C 1.021 -3.219 0.290
23 C 1.282 -1.892 0.003
24 H 1.603 -1.599 -0.985
25 H 1.149 -3.967 -0.477
26 H 0.395 -4.623 1.781
27 H 0.084 -2.899 3.518
28 H 0.527 -0.538 3.009
29 C 2.673 0.720 -0.128
30 C 3.812 0.064 0.324
31 C 5.026 0.261 -0.307
32 C 5.114 1.116 -1.393
33 C 3.983 1.776 -1.842
34 C 2.767 1.585 -1.209
35 H 1.889 2.102 -1.567
36 H 4.046 2.445 -2.687
37 H 6.061 1.268 -1.888
38 H 5.906 -0.254 0.050
39 H 3.742 -0.607 1.168
40 H -1.768 3.509 0.864
41 H -1.682 2.899 -0.822
42 H -2.177 0.379 -0.801
43 H -4.787 0.063 0.541
44 H -3.654 -1.297 0.343
45 H -4.074 -1.635 -3.347
46 H -2.714 -0.846 -2.554
47 H -3.342 -2.367 -1.919

***

<R>
Molecular formula: C20H21N3O3
Method: DFT, ωB97M-V/def2-TZVPD

Computed properties:
- Gap between HOMO and LUMO: 8.66 eV
- SMILES: O=C(c1cc(COc2ccc3ncccc3c2)on1)N1CCCCCC1
- Multiplicity: 1

Positions of all 47 atoms, in Å:
1 O -1.292 -0.053 -3.477
2 C -0.354 0.494 -2.917
3 N -0.245 1.833 -2.819
4 C 0.763 2.550 -2.079
5 H 1.197 3.310 -2.738
6 C 0.206 3.233 -0.824
7 H 1.061 3.547 -0.222
8 H -0.366 2.514 -0.235
9 C -0.649 4.462 -1.139
10 C -2.123 4.167 -1.436
11 C -2.395 2.920 -2.285
12 H -3.365 3.040 -2.770
13 C -1.339 2.624 -3.354
14 H -1.793 2.033 -4.153
15 H -0.936 3.546 -3.777
16 H -2.468 2.038 -1.646
17 H -2.540 5.042 -1.941
18 H -2.662 4.055 -0.493
19 H -0.200 4.987 -1.985
20 H -0.615 5.147 -0.289
21 H 1.557 1.855 -1.807
22 C 0.708 -0.373 -2.332
23 N 1.990 -0.108 -2.268
24 O 2.608 -1.198 -1.760
25 C 1.693 -2.152 -1.512
26 C 0.457 -1.689 -1.860
27 H -0.488 -2.184 -1.800
28 C 2.150 -3.449 -0.926
29 O 1.266 -3.943 0.050
30 C 1.087 -3.237 1.209
31 C 0.157 -3.748 2.087
32 C -0.103 -3.111 3.309
33 C -1.041 -3.590 4.250
34 C -1.227 -2.901 5.416
35 C -0.474 -1.732 5.638
36 N 0.398 -1.257 4.795
37 C 0.602 -1.920 3.639
38 C 1.549 -1.420 2.724
39 C 1.789 -2.060 1.540
40 H 2.527 -1.652 0.867
41 H 2.081 -0.519 2.985
42 H -0.602 -1.166 6.552
43 H -1.933 -3.235 6.161
44 H -1.595 -4.493 4.033
45 H -0.372 -4.652 1.824
46 H 2.162 -4.222 -1.702
47 H 3.169 -3.332 -0.534

***

Energetically preferred structure: <Q> | next structure: +57.5 kcal/mol

***

<P>
Molecular formula: C24H20F4
Method: DFT, ωB97M-V/def2-TZVPD

Computed properties:
- Gap between HOMO and LUMO: 8.63 eV
- SMILES: Fc1ccccc1.Fc1ccccc1.Fc1ccccc1.Fc1ccccc1
- Multiplicity: 1

Positions of all 48 atoms, in Å:
1 F -13.768 -1.705 -9.265
2 C -13.699 -0.856 -8.204
3 C -12.686 -0.930 -7.284
4 C -12.678 -0.149 -6.124
5 C -13.719 0.743 -5.830
6 C -14.692 0.909 -6.771
7 C -14.694 0.064 -7.916
8 H -11.910 -1.671 -7.410
9 H -11.880 -0.377 -5.434
10 H -13.779 1.358 -4.945
11 H -15.481 1.619 -6.572
12 H -15.599 0.144 -8.501
13 F -9.995 -2.180 -2.734
14 C -10.234 -0.893 -3.190
15 C -9.291 0.110 -3.319
16 C -9.669 1.333 -3.747
17 C -10.999 1.588 -3.926
18 C -11.978 0.613 -3.820
19 C -11.562 -0.675 -3.480
20 H -8.289 -0.119 -2.987
21 H -9.014 2.178 -3.902
22 H -11.327 2.604 -4.089
23 H -13.020 0.790 -4.042
24 H -12.299 -1.462 -3.407
25 F -14.801 5.890 -2.878
26 C -14.436 4.585 -2.626
27 C -15.439 3.651 -2.372
28 C -15.098 2.346 -2.176
29 C -13.789 1.949 -2.167
30 C -12.772 2.848 -2.563
31 C -13.098 4.133 -2.855
32 H -16.488 3.892 -2.469
33 H -15.863 1.621 -1.942
34 H -13.447 0.937 -2.012
35 H -11.748 2.515 -2.642
36 H -12.349 4.860 -3.133
37 F -15.512 0.505 -1.588
38 C -14.811 -0.375 -2.374
39 C -14.218 -1.473 -1.779
40 C -13.592 -2.439 -2.592
41 C -13.455 -2.245 -3.947
42 C -13.980 -1.096 -4.560
43 C -14.666 -0.182 -3.754
44 H -14.312 -1.530 -0.705
45 H -12.993 -3.257 -2.221
46 H -12.912 -2.896 -4.616
47 H -13.940 -0.983 -5.633
48 H -15.126 0.697 -4.181

***

<Q>
Molecular formula: C24H20F4
Method: DFT, ωB97M-V/def2-TZVPD

Computed properties:
- Gap between HOMO and LUMO: 9.91 eV
- SMILES: Fc1ccccc1.Fc1ccccc1.Fc1ccccc1.Fc1ccccc1
- Multiplicity: 1

Positions of all 48 atoms, in Å:
1 F 11.510 22.621 -0.350
2 C 11.560 23.931 -0.727
3 C 12.669 24.685 -0.433
4 C 12.567 26.049 -0.729
5 C 11.504 26.589 -1.557
6 C 10.407 25.725 -1.854
7 C 10.387 24.405 -1.364
8 H 13.504 24.200 0.050
9 H 13.410 26.653 -0.427
10 H 11.515 27.625 -1.863
11 H 9.677 26.091 -2.561
12 H 9.717 23.670 -1.786
13 F 7.496 17.458 -2.876
14 C 8.408 17.286 -3.860
15 C 9.460 18.220 -4.014
16 C 10.469 17.828 -4.860
17 C 10.438 16.589 -5.486
18 C 9.369 15.771 -5.449
19 C 8.338 16.124 -4.577
20 H 9.582 19.154 -3.485
21 H 11.439 18.243 -5.091
22 H 11.258 16.167 -6.047
23 H 9.304 14.816 -5.950
24 H 7.540 15.439 -4.328
25 F 7.917 20.215 7.172
26 C 6.938 21.048 6.692
27 C 6.974 21.401 5.379
28 C 5.780 21.958 4.831
29 C 4.793 22.446 5.648
30 C 4.786 21.956 6.977
31 C 5.864 21.273 7.502
32 H 7.738 21.096 4.679
33 H 5.853 21.983 3.753
34 H 4.049 23.135 5.275
35 H 3.925 22.280 7.542
36 H 5.842 20.861 8.500
37 F 8.139 21.074 -2.910
38 C 7.567 21.466 -1.709
39 C 6.347 22.229 -1.741
40 C 5.886 22.762 -0.579
41 C 6.475 22.427 0.668
42 C 7.633 21.633 0.669
43 C 8.287 21.265 -0.509
44 H 5.770 22.498 -2.613
45 H 4.993 23.368 -0.620
46 H 6.035 22.868 1.550
47 H 8.010 21.323 1.632
48 H 9.263 20.809 -0.579

***

Energetically preferred structure: <Q> | next structure: +234.1 kcal/mol

***

<P>
Molecular formula: C7H12N2O6
Method: DFT, ωB97M-V/def2-TZVPD

Computed properties:
- Gap between HOMO and LUMO: 10.19 eV
- SMILES: N[C@@H](CO)C(=O)N[C@@H](CC(=O)O)C(=O)O
- Multiplicity: 1

Positions of all 27 atoms, in Å:
1 C 1.554 -0.090 -0.048
2 C 0.754 -0.024 1.204
3 C 2.919 -0.739 0.133
4 C -1.335 0.633 -0.030
5 C -1.706 2.123 -0.107
6 C -2.569 -0.231 -0.020
7 C -2.254 -1.673 -0.275
8 H 2.235 1.291 -1.429
9 H 2.283 1.802 0.169
10 H 1.000 -0.632 -0.856
11 H 2.774 -1.772 0.537
12 H 3.558 -0.200 0.897
13 H 3.453 -1.373 -1.591
14 H -0.872 0.326 2.069
15 H -0.742 0.288 -0.913
16 H -3.146 -0.180 0.905
17 H -3.240 0.100 -0.813
18 H -2.991 -3.429 -0.275
19 H 0.210 2.264 -0.378
20 N 1.666 1.325 -0.554
21 N -0.541 0.332 1.111
22 O 1.210 -0.278 2.307
23 O 3.680 -0.671 -1.010
24 O -2.835 2.539 -0.045
25 O -1.194 -2.089 -0.692
26 O -3.262 -2.526 0.041
27 O -0.611 2.884 -0.335

***

<Q>
Molecular formula: C7H12N2O6
Method: DFT, ωB97M-V/def2-TZVPD

Computed properties:
- Gap between HOMO and LUMO: 10.04 eV
- SMILES: N[C@@H](CO)C(=O)N[C@@H](CC(=O)O)C(=O)O
- Multiplicity: 1

Positions of all 27 atoms, in Å:
1 C 1.873 -0.770 0.475
2 C 0.498 -0.312 -0.211
3 C 2.006 -2.315 0.421
4 C -1.453 1.129 0.263
5 C -2.354 0.077 0.939
6 C -1.749 1.304 -1.221
7 C -0.743 2.096 -2.040
8 H 2.643 -0.346 2.295
9 H 1.256 -0.847 2.379
10 H 2.625 -0.280 -0.157
11 H 2.925 -2.597 0.867
12 H 1.227 -2.802 1.076
13 H 1.304 -2.359 -1.250
14 H 0.573 1.240 0.934
15 H -1.589 2.064 0.825
16 H -2.818 1.591 -1.301
17 H -1.659 0.241 -1.495
18 H -0.375 3.133 -3.549
19 H -1.830 -1.352 2.288
20 N 1.760 -0.164 1.864
21 N -0.113 0.687 0.388
22 O -0.078 -1.065 -1.095
23 O 1.942 -2.941 -0.852
24 O -3.481 -0.079 0.679
25 O 0.513 2.215 -1.613
26 O -1.253 2.895 -2.969
27 O -1.651 -0.443 2.061

***

<R>
Molecular formula: C7H12N2O6
Method: DFT, ωB97M-V/def2-TZVPD

Computed properties:
- Gap between HOMO and LUMO: 10.55 eV
- SMILES: N[C@@H](CO)C(=O)N[C@@H](CC(=O)O)C(=O)O
- Multiplicity: 1

Positions of all 27 atoms, in Å:
1 C 0.831 -0.649 2.062
2 C 0.376 -0.559 0.573
3 C 1.523 -2.051 2.371
4 C -1.096 0.772 -0.994
5 C -1.609 -0.292 -2.006
6 C 0.037 1.545 -1.703
7 C -0.473 2.772 -2.477
8 H 0.197 -0.144 3.930
9 H -0.763 -1.121 3.118
10 H 1.738 0.001 2.133
11 H 0.787 -2.868 2.351
12 H 1.829 -2.060 3.452
13 H 2.532 -2.013 0.741
14 H -1.104 0.718 1.124
15 H -2.021 1.396 -0.819
16 H 0.517 0.827 -2.406
17 H 0.848 1.862 -0.955
18 H -1.963 1.723 -3.019
19 H -0.035 -1.410 -1.631
20 N -0.215 -0.287 2.990
21 N -0.667 0.243 0.296
22 O 0.946 -1.262 -0.275
23 O 2.755 -2.166 1.695
24 O -2.642 -0.016 -2.666
25 O 0.132 3.794 -2.548
26 O -1.590 2.604 -3.141
27 O -0.869 -1.359 -2.197

***

Energetically preferred structure: <P> | next structure: +8.2 kcal/mol

***

<P>
Molecular formula: C2H2N2O
Method: DFT, ωB97M-V/def2-TZVPD

Computed properties:
- Gap between HOMO and LUMO: 10.98 eV
- Multiplicity: 1

Positions of all 7 atoms, in Å:
1 C -3.545 0.205 0.446
2 C 0.107 0.045 -0.250
3 N -0.558 1.040 -0.344
4 N 0.773 -0.925 -0.269
5 O -3.346 -0.402 -0.486
6 H -1.506 1.272 -0.783
7 H 1.025 -1.504 0.500

***

<Q>
Molecular formula: C2H2N2O
Method: DFT, ωB97M-V/def2-TZVPD

Computed properties:
- Gap between HOMO and LUMO: 11.37 eV
- SMILES: c1conn1
- Multiplicity: 1

Positions of all 7 atoms, in Å:
1 C 0.492 0.627 -0.013
2 C -0.779 0.246 -0.094
3 H 0.970 1.560 0.124
4 H -1.805 0.583 0.057
5 N 0.567 -1.454 -0.014
6 N 1.357 -0.457 -0.055
7 O -0.803 -1.105 -0.006

***

Energetically preferred structure: <P> | next structure: +29.1 kcal/mol

***

<P>
Molecular formula: C3H8NOS
Method: DFT, ωB97M-V/def2-TZVPD

Computed properties:
- Gap between HOMO and LUMO (spin up / spin down): 6.92 / 6.05 eV
- Charge: +1
- Expectation value of S²: 2.04
- Multiplicity: 3

Positions of all 14 atoms, in Å:
1 C 1.015 1.334 -0.428
2 C 0.367 0.129 0.178
3 C -0.845 -0.452 -0.448
4 N -1.828 -0.244 0.623
5 O 1.713 0.105 -0.442
6 S 3.251 -0.297 0.341
7 H 0.765 1.750 -1.392
8 H 1.258 2.220 0.148
9 H 0.373 0.146 1.351
10 H -0.956 0.054 -1.448
11 H -0.848 -1.490 -0.590
12 H -2.561 -0.932 0.534
13 H -2.024 0.795 0.495
14 H 3.877 -0.607 -1.539

***

<Q>
Molecular formula: C3H8NOS
Method: DFT, ωB97M-V/def2-TZVPD

Computed properties:
- Gap between HOMO and LUMO (spin up / spin down): 7.99 / 6.89 eV
- Charge: +1
- Expectation value of S²: 2.01
- Multiplicity: 3

Positions of all 14 atoms, in Å:
1 C 1.226 0.413 -0.160
2 C 0.910 1.315 0.936
3 C -1.626 -0.599 -0.772
4 N -0.629 -1.002 0.215
5 O 1.286 0.419 -1.471
6 S 2.544 -0.618 -0.697
7 H 1.939 1.426 1.199
8 H 0.529 0.880 1.801
9 H 0.494 2.225 0.449
10 H -2.030 0.318 -0.318
11 H -1.075 -0.582 -1.739
12 H -2.360 -1.447 -0.838
13 H -0.315 -1.955 0.176
14 H -0.890 -0.793 1.219

***

Energetically preferred structure: <Q> | next structure: +66.4 kcal/mol